44
Properties=species:S:1:pos:R:3:forces:R:3 method="wB97M-V/def2-TZVPD" de_lowest_kcal_mol=141.0 max_force_ha_per_bohr=0.3332 homo_lumo_gap_ev=6.54 lumo_ev=-9.27 charge=+2 energy_ha=-2502.10197
C 5.70671 1.31010 -2.25526 -0.18 -0.01 -0.01
C 4.34973 0.70391 -2.04574 0.22 0.05 -0.08
H 5.59606 2.30307 -2.69463 0.01 -0.16 0.06
H 6.29533 0.66118 -2.91005 -0.08 0.07 0.09
H 6.22831 1.36830 -1.29560 -0.07 -0.04 -0.12
O 3.28539 1.17122 -2.29298 0.21 -0.39 0.32
Cl 4.47828 -0.96892 -1.31017 -0.28 0.47 -0.15
In -0.36855 0.02617 0.02771 6.34 -6.03 1.54
P -0.67770 -1.14786 -1.94668 0.44 -3.19 -4.89
C -2.01724 -0.59354 -3.06715 -0.20 0.85 0.82
C 0.80061 -1.16936 -3.02833 -0.03 0.37 0.44
H 0.63851 -1.80306 -3.90709 -0.14 0.08 0.26
H -1.09129 -3.45692 -2.65494 0.14 0.42 0.00
H 1.64264 -1.54729 -2.44278 0.05 0.02 -0.17
H -0.24532 -3.34935 -1.07688 -0.11 -0.11 -0.09
H -1.83883 0.44487 -3.35928 -0.02 -0.08 -0.16
H 1.02741 -0.14888 -3.34810 0.10 -0.12 -0.01
C -1.03913 -2.92632 -1.69795 -0.01 0.29 0.95
H -2.06511 -1.22084 -3.96343 0.30 -0.05 0.28
H -1.98987 -3.02986 -1.16828 0.12 -0.01 -0.04
H -2.97363 -0.64035 -2.53932 0.04 -0.10 -0.06
P 0.16085 1.01623 2.05551 2.73 1.99 4.46
C -0.83500 2.46008 2.58510 -0.43 -0.21 -0.92
C 0.04991 -0.12500 3.48401 -0.28 -0.38 -0.65
H 2.55235 0.80292 1.89679 0.06 0.11 0.08
H 2.11542 2.01478 3.14508 -0.15 -0.12 -0.17
H 2.02181 2.42515 1.40633 0.07 -0.03 0.09
C 1.88392 1.63136 2.14531 -0.21 -0.12 -0.39
H 0.66782 -1.00004 3.26665 -0.13 0.01 0.15
H 0.39356 0.35930 4.40462 0.01 0.16 -0.34
H -0.49384 2.83905 3.55392 0.12 -0.27 -0.17
H -1.88606 2.16769 2.65883 0.07 0.14 0.11
H -0.98669 -0.45056 3.60500 0.25 -0.09 0.07
H -0.75256 3.25166 1.83549 -0.01 0.07 0.15
C -1.72666 1.18879 -0.31687 -13.09 10.60 -3.16
O -2.59991 1.93585 -0.53852 4.82 -3.87 1.07
C -3.69527 -0.07225 2.29767 0.73 1.12 0.32
S -2.91168 -1.34109 1.25838 -2.74 -10.04 -3.07
O -3.35573 -2.71908 1.76943 2.16 4.88 0.50
O -3.53399 -1.38642 -0.14349 2.60 3.17 2.42
O -1.19878 -1.53029 1.06394 -3.97 1.65 1.32
H -4.73306 -0.38718 2.53070 0.71 -0.37 -0.55
H -3.72659 0.89452 1.75821 0.01 -0.54 0.24
H -3.15214 0.03822 3.25481 -0.19 -0.19 -0.52